{
  "formula": "C29H40As2BBe2F12N6O8",
  "method": "wB97M-V/def2-TZVPD",
  "species": ["Be", "Be", "O", "C", "O", "B", "O", "C", "O", "O", "C", "O", "C", "O", "O", "As", "F", "F", "F", "F", "F", "F", "As", "F", "F", "F", "F", "F", "F", "N", "C", "C", "C", "C", "C", "H", "H", "H", "H", "H", "C", "C", "C", "C", "N", "H", "H", "H", "H", "H", "H", "H", "C", "C", "C", "C", "N", "H", "H", "H", "H", "H", "H", "H", "C", "C", "C", "C", "N", "H", "H", "H", "H", "H", "H", "H", "C", "C", "C", "C", "N", "H", "H", "H", "H", "H", "H", "H", "C", "C", "C", "C", "N", "H", "H", "H", "H", "H", "H", "H"],
  "coordinates": [[3.2792, 4.1861, -7.1502], [-5.2711, 6.3045, -5.0625], [0.2595, -2.3028, 1.2766], [0.0243, -1.7143, 0.2364], [0.0637, -0.4050, 0.0722], [-0.2958, -0.0403, -1.2621], [-0.4181, -1.3196, -1.9956], [-0.3326, -2.4011, -1.1460], [-0.5432, -3.6298, -1.3911], [0.7302, 0.8112, -1.9057], [0.2380, 1.9295, -2.3661], [0.8303, 2.8477, -3.0091], [-1.2764, 1.9536, -1.9134], [-1.5532, 0.8094, -1.2871], [-2.0659, 2.8512, -2.2228], [-4.3622, 9.1826, 0.3463], [-2.9260, 8.0143, 0.4952], [-3.7697, 10.1716, 1.7338], [-5.7638, 10.2180, 0.2041], [-4.8199, 8.2908, -1.1518], [-5.1826, 7.9929, 1.4162], [-3.4647, 10.2628, -0.7565], [1.2734, 9.5731, -4.6497], [1.0044, 10.1460, -6.2959], [0.2925, 11.0379, -4.0096], [1.5104, 8.9407, -2.9950], [2.1975, 8.2215, -5.3834], [2.7463, 10.5504, -4.4291], [-0.2886, 8.5967, -4.8395], [7.1991, 2.2926, -5.5742], [7.2902, 1.4899, -4.4643], [8.5341, 0.9691, -3.9848], [9.6769, 1.2950, -4.6922], [9.6794, 2.1316, -5.7960], [8.3800, 2.5826, -6.2199], [6.4567, 1.0610, -3.9279], [8.4758, 0.1733, -3.2569], [10.6379, 0.8987, -4.3992], [10.6090, 2.3497, -6.3006], [8.3964, 3.2658, -7.0561], [-6.1294, -4.4389, -3.7746], [-5.2385, -5.7479, -3.7009], [-5.8454, -6.9339, -4.4582], [-7.2671, -7.0113, -4.1852], [-8.3715, -6.9769, -3.9795], [-6.2002, -4.0109, -4.7745], [-5.5974, -3.7207, -3.1507], [-7.1162, -4.5055, -3.3164], [-5.0523, -6.0232, -2.6628], [-4.2402, -5.5342, -4.0829], [-5.4940, -7.9214, -4.1592], [-5.8118, -6.9255, -5.5476], [-6.9955, 2.1566, 2.6750], [-6.1780, 1.4866, 1.6068], [-6.9529, 1.2225, 0.3656], [-7.0936, 2.3984, -0.4958], [-7.2396, 3.2830, -1.2681], [-7.3194, 3.1511, 2.3679], [-6.4691, 2.1989, 3.6285], [-7.8194, 1.5004, 2.9554], [-5.7153, 0.5378, 1.8783], [-5.3158, 2.1286, 1.4262], [-7.9254, 0.9051, 0.7419], [-6.3965, 0.5367, -0.2733], [5.7996, -3.6772, 1.0411], [5.9780, -5.0662, 1.7271], [5.5156, -5.1621, 3.1326], [5.7123, -6.5812, 3.6316], [5.8168, -7.6496, 4.0816], [6.4357, -3.0033, 1.6149], [4.7306, -3.5054, 1.1673], [5.8179, -3.7430, -0.0468], [7.0367, -5.3199, 1.7818], [5.5601, -5.8946, 1.1552], [4.4369, -5.0079, 3.1579], [6.0135, -4.4112, 3.7461], [1.3761, 4.9325, 4.2711], [1.8081, 3.5064, 4.0375], [1.5615, 2.4179, 5.1522], [2.5624, 2.4750, 6.1746], [3.3929, 2.5606, 6.9488], [0.3423, 4.9315, 4.6166], [1.4189, 5.5865, 3.4002], [1.8739, 5.4329, 5.1017], [2.8839, 3.5490, 3.8675], [1.2929, 3.2788, 3.1043], [1.7689, 1.4342, 4.7311], [0.5342, 2.4551, 5.5145], [-0.5353, -7.6141, 6.7262], [0.4663, -7.7947, 5.5543], [0.0170, -8.4260, 4.2749], [-1.3150, -8.0511, 3.7857], [-2.3700, -7.6639, 3.5529], [-0.0485, -7.0070, 7.4895], [-0.8426, -8.5726, 7.1444], [-1.4965, -7.1806, 6.4500], [1.4033, -8.1033, 6.0179], [0.6620, -6.7679, 5.2454], [-0.0779, -9.5054, 4.3925], [0.8007, -8.1963, 3.5529]],
  "forces_ev_per_a": [[0.070, 0.146, 0.270], [0.103, 0.213, 0.470], [-0.589, 1.141, -2.443], [0.851, -1.524, 2.923], [-0.043, -0.314, 0.375], [-0.444, -0.419, -0.365], [-0.252, -1.658, 0.813], [-1.359, -3.292, -2.143], [1.248, 6.437, 1.154], [-0.031, 0.715, -0.560], [3.002, 3.023, -1.872], [-2.581, -3.975, 2.575], [-3.607, 1.540, -0.793], [1.383, 0.990, -0.888], [2.465, -2.605, 1.082], [1.069, -0.033, 1.000], [-1.507, 1.629, -0.378], [-0.635, -1.483, -1.611], [0.752, -1.019, 0.116], [0.109, 0.320, 1.028], [0.582, 1.416, -1.301], [-0.419, -1.026, 0.871], [-0.664, 0.949, 0.526], [0.244, -0.175, 1.190], [1.145, -2.281, -0.803], [-0.512, 0.440, -1.893], [-0.582, 0.647, 0.809], [-1.337, -0.961, -0.481], [1.659, 0.999, 0.482], [2.190, -0.969, 0.823], [1.290, 0.423, -1.088], [-0.893, 0.640, -1.393], [0.989, -0.018, 0.286], [-2.218, -0.754, 0.422], [-0.179, -0.258, 1.154], [-0.777, 0.545, -0.537], [0.276, 0.192, 0.263], [0.037, -0.205, 0.248], [-0.224, 0.343, -0.182], [-0.648, 0.154, -0.049], [1.321, -0.472, 0.702], [-0.586, 0.814, -0.412], [-0.617, -0.649, 0.077], [2.309, 0.187, -0.379], [-3.215, -0.060, 0.614], [-0.053, -0.251, -0.053], [0.051, 0.284, -0.105], [0.015, -0.480, -0.262], [-0.385, -0.035, 0.071], [-0.064, 0.082, -0.262], [0.664, 0.140, 0.085], [0.567, 0.440, -0.068], [-0.141, -0.811, 0.923], [1.836, 0.578, 0.724], [-0.021, 0.609, -0.849], [-1.019, 2.786, -2.390], [0.636, -2.645, 2.369], [-0.152, -0.113, 0.133], [0.392, 0.456, -0.171], [-0.569, 0.268, -0.327], [-0.336, -0.093, 0.557], [0.121, 0.062, -0.367], [-0.185, -0.462, -0.846], [-0.512, -0.579, 0.138], [-1.364, -2.003, 1.072], [1.542, -0.219, -1.703], [-0.872, -1.177, 0.709], [0.132, -0.197, 0.973], [-0.154, 1.753, -0.949], [-0.193, 0.544, -0.801], [-0.087, 0.857, 0.488], [1.152, 0.215, 0.107], [0.283, 0.101, -0.357], [-0.310, 0.204, -0.201], [-0.098, 0.235, 0.321], [-0.057, -0.310, 0.352], [-0.941, 0.501, 1.651], [0.513, 0.058, -0.160], [-0.154, 0.524, -1.701], [-0.514, 0.714, 0.310], [0.914, -0.046, 0.807], [-0.346, 0.066, -0.243], [0.219, -0.315, -0.092], [0.459, -0.058, -0.095], [0.050, -0.401, -0.332], [0.187, -0.877, 0.044], [-0.549, -0.102, -0.440], [0.154, -0.059, 0.247], [-0.160, -0.849, -0.486], [-0.950, 2.611, 1.527], [0.017, -1.671, -0.286], [0.369, 0.948, 0.631], [-0.085, -0.184, -0.281], [-0.204, -0.087, 0.060], [0.351, -0.166, 0.270], [0.234, 0.430, -0.300], [0.028, -0.761, -0.715], [0.312, 0.321, 0.118], [0.415, -0.272, -0.147], [-0.311, -0.318, -0.395]],
  "mulliken_charge": [0.83, 1.03, -0.49, 0.66, -0.41, 0.90, -0.38, 0.58, -0.49, -0.41, 0.61, -0.54, 0.68, -0.32, -0.50, 2.02, -0.42, -0.43, -0.42, -0.45, -0.43, -0.38, 2.01, -0.45, -0.44, -0.46, -0.51, -0.44, -0.50, -0.43, 0.00, -0.31, -0.16, -0.30, -0.10, 0.34, 0.37, 0.36, 0.38, 0.35, -1.11, -0.40, -0.39, 0.19, -0.40, 0.29, 0.31, 0.37, 0.30, 0.29, 0.31, 0.25, -1.23, -0.34, -0.29, 0.22, -0.48, 0.33, 0.35, 0.36, 0.29, 0.31, 0.28, 0.28, -1.02, -0.58, -0.24, 0.11, -0.41, 0.32, 0.22, 0.32, 0.33, 0.40, 0.24, 0.32, -1.24, -0.26, -0.28, 0.17, -0.39, 0.34, 0.33, 0.33, 0.30, 0.19, 0.19, 0.32, -1.22, -0.38, -0.35, 0.25, -0.43, 0.33, 0.32, 0.36, 0.36, 0.21, 0.26, 0.29],
  "charge": 1,
  "multiplicity": 1,
  "max_force_ev_per_a": 6.66,
  "homo_lumo_gap_ev": 1.18
}